Version 1
Molecular formula: C7H16N
Method: DFT, ωB97M-V with the def2-TZVPD basis set

Last column: natural (NBO) charge in e.
Positions of all 24 atoms, in Å:
C 1.909 -0.533 0.265  -0.213
C 1.416 0.828 0.737  -0.420
C 0.768 1.639 -0.384  -0.407
C -0.149 0.789 -1.278  -0.583
C -1.085 0.020 -0.436  0.541
C -2.436 0.058 -0.451  -0.281
C -3.364 -0.688 0.423  -0.662
N 2.882 -0.392 -0.806  -0.825
H 2.310 -1.091 1.166  0.215
H 0.998 -1.020 -0.120  0.169
H 0.594 0.726 1.525  0.216
H 2.199 1.422 1.290  0.246
H 1.593 2.183 -1.030  0.253
H 0.139 2.464 0.028  0.224
H 0.503 0.169 -1.938  0.283
H -0.723 1.443 -2.029  0.363
H -0.305 -2.715 1.655  0.007
H -2.927 0.748 -1.193  0.346
H -3.623 -1.648 -0.016  0.266
H -2.852 -0.899 1.443  0.251
H -4.290 -0.133 0.602  0.261
H 3.151 -1.297 -1.223  0.384
H -0.366 -2.151 2.255  -0.003
H 3.657 0.078 -0.485  0.371

Properties
Net charge = +1
Frontier orbital gap = 5.2 eV
HOMO energy = -13.040 eV

Version 2
Molecular formula: C7H16N
Method: DFT, ωB97M-V with the def2-TZVPD basis set

Last column: natural (NBO) charge in e.
Positions of all 24 atoms, in Å:
C -1.500 -0.286 0.058  -0.046
C -0.457 0.498 -0.070  0.140
C -1.435 -1.726 -0.033  -0.619
C -2.897 0.386 0.050  -0.648
C -0.269 1.971 -0.102  -0.720
C 2.362 0.244 -0.947  -0.700
C 1.395 -0.641 -0.272  -0.086
N 1.813 -0.691 1.157  -0.709
H -1.594 -1.964 -1.030  0.244
H -0.426 -2.142 0.209  0.183
H -2.124 -2.101 0.735  0.234
H -2.689 1.171 0.747  0.223
H -3.306 0.879 -0.851  0.245
H -3.705 -0.306 0.304  0.237
H 0.660 2.296 -0.506  0.238
H -1.047 2.488 -0.717  0.260
H -0.462 2.301 0.908  0.237
H 2.347 0.237 -2.056  0.269
H 3.336 0.150 -0.626  0.215
H 2.188 1.335 -0.892  0.230
H 1.329 -1.690 -0.701  0.240
H 1.112 -1.274 1.757  0.455
H 1.755 0.223 1.674  0.449
H 2.744 -1.072 1.202  0.429

Properties
Net charge = +1
Frontier orbital gap = 9.4 eV
HOMO energy = -12.898 eV

Stability ranking, top and bottom: version 2 is the most stable and version 1 is the least stable.

Version 1
Molecular formula: C7H16N
Method: DFT, ωB97M-V with the def2-TZVPD basis set

Last column: natural (NBO) charge in e.
Positions of all 24 atoms, in Å:
C 2.284 -0.922 -0.403  -0.647
C 1.350 -0.057 -1.207  -0.217
C 1.460 0.147 -2.512  -0.148
C 0.621 1.016 -3.404  -0.642
H 3.263 -0.901 -0.881  0.234
H 2.414 -0.617 0.635  0.207
H 1.916 -1.948 -0.356  0.211
H 0.510 0.397 -0.680  0.152
H 2.198 -0.416 -3.081  0.196
H 0.052 1.739 -2.810  0.199
H 1.227 1.614 -4.082  0.231
H -0.071 0.374 -3.950  0.226
C -0.513 -1.640 1.289  -0.664
C -1.291 -0.613 2.051  -0.089
C -1.461 0.647 1.671  -0.107
N -2.371 1.506 2.488  -0.679
H -0.417 -1.407 0.236  0.250
H 0.482 -1.786 1.707  0.257
H -1.059 -2.576 1.396  0.248
H -1.809 -0.912 2.956  0.207
H -0.985 1.238 0.903  0.239
H -2.763 0.955 3.254  0.444
H -1.896 2.323 2.875  0.445
H -3.141 1.840 1.904  0.446

Properties
Net charge = +1
Frontier orbital gap = 8.0 eV
HOMO energy = -11.765 eV

Version 2
Molecular formula: C7H16N
Method: DFT, ωB97M-V with the def2-TZVPD basis set

Last column: natural (NBO) charge in e.
Positions of all 24 atoms, in Å:
C -2.287 1.650 -2.659  -0.375
C -1.420 0.673 -2.504  -0.190
C -1.061 0.043 -1.179  -0.453
C -0.725 1.054 -0.069  -0.390
C 0.308 0.600 1.026  -0.433
C 0.849 -0.822 0.951  -0.024
C 2.288 -0.963 0.477  -0.650
N 0.767 -1.435 2.387  -0.679
H -2.480 2.052 -3.650  0.212
H -2.893 2.166 -1.934  0.201
H -0.800 0.302 -3.312  0.211
H -0.322 -0.759 -1.319  0.190
H -1.882 -0.609 -0.864  0.218
H -1.638 1.240 0.482  0.221
H -0.305 1.910 -0.570  0.234
H -0.151 0.822 1.993  0.207
H 1.151 1.288 0.991  0.233
H 0.232 -1.508 0.393  0.227
H 2.401 -1.786 -0.210  0.247
H 2.974 -1.229 1.279  0.217
H 2.748 -0.049 0.101  0.256
H 1.636 -1.249 2.891  0.438
H 0.570 -2.434 2.379  0.443
H 0.040 -0.957 2.920  0.440

Properties
Net charge = +1
SMILES string = C=CCCC[C@@H](C)[NH3+]
Frontier orbital gap = 8.9 eV
HOMO energy = -12.481 eV

Version 3
Molecular formula: C7H16N
Method: DFT, ωB97M-V with the def2-TZVPD basis set

Last column: natural (NBO) charge in e.
Positions of all 24 atoms, in Å:
C -2.699 -2.171 -0.502  -0.648
C -2.889 -0.659 -0.456  -0.403
C -2.209 0.113 0.726  -0.424
C -0.626 0.061 0.762  -0.133
C 0.035 -0.947 1.517  0.010
C 0.098 1.223 0.282  0.269
C -0.392 2.344 -0.583  -0.730
N 6.779 0.332 -0.349  -1.089
H -3.143 -2.560 -1.493  0.245
H -1.639 -2.630 -0.449  0.208
H -3.390 -2.675 0.204  0.228
H -4.024 -0.463 -0.383  0.242
H -2.420 1.209 0.683  0.221
H -2.432 -0.282 1.739  0.227
H 1.061 -0.758 1.502  0.206
H -0.424 -1.768 1.916  0.226
H 1.137 1.206 0.504  0.208
H 6.443 0.218 -1.400  0.367
H -0.819 1.824 -1.498  0.287
H -1.097 3.039 -0.097  0.298
H 0.458 2.815 -0.999  0.260
H -2.445 -0.164 -1.368  0.199
H 7.326 1.122 -0.274  0.356
H 7.310 -0.429 0.017  0.366

Properties
Net charge = +1
Frontier orbital gap = 5.0 eV
HOMO energy = -11.902 eV

Version 4
Molecular formula: C7H16N
Method: DFT, ωB97M-V with the def2-TZVPD basis set

Last column: natural (NBO) charge in e.
Positions of all 24 atoms, in Å:
C 0.361 -1.720 1.869  -0.514
C 0.934 -0.739 1.302  0.216
C 2.174 -0.057 1.201  -0.742
C -1.728 0.854 0.054  -0.627
C 0.332 1.964 -0.756  -0.608
C -0.040 -0.469 -1.150  -0.057
C -0.684 0.894 -1.055  -0.283
N -0.987 -1.567 -1.170  -0.731
H -0.586 -2.163 1.614  0.215
H 0.692 -1.894 2.885  0.247
H 2.080 1.059 1.489  0.250
H 2.867 -0.542 1.999  0.256
H 2.653 -0.066 0.247  0.257
H -1.276 0.296 0.794  0.214
H -2.601 0.312 -0.124  0.194
H -1.820 1.915 0.333  0.256
H 1.178 1.975 -1.459  0.227
H -0.063 2.905 -0.671  0.233
H 0.720 1.950 0.269  0.217
H 0.869 -0.691 -1.685  0.219
H -1.211 1.044 -2.041  0.212
H -1.380 -1.439 -2.085  0.423
H -1.769 -1.291 -0.487  0.464
H -0.715 -2.530 -1.372  0.462

Properties
Net charge = +1
Frontier orbital gap (spin up / spin down) = 7.9 / 9.0 eV
HOMO energy (spin up / spin down) = -11.731 / -12.440 eV

Stability ranking, top and bottom: version 2 is the most stable and version 4 is the least stable.

Version 1
Molecular formula: C3H3ClS
Method: DFT, ωB97M-V with the def2-TZVPD basis set

Last column: natural (NBO) charge in e.
Positions of all 8 atoms, in Å:
S -2.134 -1.092 -0.349  0.137
C -1.001 -0.439 0.535  -0.334
C -0.051 0.476 0.010  -0.296
C 1.183 0.169 -0.443  -0.228
Cl 1.955 -1.265 -0.061  0.040
H -1.178 -0.257 1.629  0.208
H -0.529 1.490 -0.315  0.249
H 1.755 0.918 -1.006  0.224

Properties
SMILES string = S=C/C=C\Cl
Frontier orbital gap = 8.4 eV
HOMO energy = -8.951 eV

Version 2
Molecular formula: C3H3ClS
Method: DFT, ωB97M-V with the def2-TZVPD basis set

Last column: natural (NBO) charge in e.
Positions of all 8 atoms, in Å:
C -0.874 1.868 0.953  -0.250
C -0.823 0.693 1.168  -0.196
S -0.592 -1.118 1.513  0.293
C 0.511 -1.472 0.106  -0.515
Cl 1.727 -2.698 0.577  -0.038
H -0.982 2.897 0.766  0.239
H 1.038 -0.561 -0.175  0.241
H -0.063 -1.876 -0.726  0.226

Properties
SMILES string = C#CSCCl
Frontier orbital gap = 10.1 eV
HOMO energy = -9.355 eV

Stability ranking, top and bottom: version 1 is the most stable and version 2 is the least stable.

Version 1
Molecular formula: H2NOP
Method: DFT, ωB97M-V with the def2-TZVPD basis set

Last column: natural (NBO) charge in e.
Positions of all 5 atoms, in Å:
N -1.105 0.365 -0.180  -1.228
O 1.390 0.880 0.175  -1.016
P 0.251 0.071 -0.089  1.948
H -1.572 -0.456 0.139  0.394
H 1.037 -0.860 -0.044  -0.098

Properties
Frontier orbital gap = 11.8 eV
HOMO energy = -11.165 eV

Version 2
Molecular formula: H2NOP
Method: DFT, ωB97M-V with the def2-TZVPD basis set

Last column: natural (NBO) charge in e.
Positions of all 5 atoms, in Å:
N 0.716 -1.230 0.431  -0.762
O -1.282 1.911 -0.593  -0.957
P -1.016 0.659 -1.214  1.116
H 0.110 -0.789 1.118  0.300
H 1.473 -0.550 0.258  0.302

Properties
Frontier orbital gap (spin up / spin down) = 9.5 / 6.6 eV
HOMO energy (spin up / spin down) = -10.574 / -7.897 eV

Stability ranking, top and bottom: version 1 is the most stable and version 2 is the least stable.

Version 1
Molecular formula: C2H6N2S
Method: DFT, ωB97M-V with the def2-TZVPD basis set

Last column: natural (NBO) charge in e.
Positions of all 11 atoms, in Å:
C 0.930 -0.625 -0.065  -0.318
C -0.432 -0.108 -0.420  0.102
H 1.684 1.128 0.347  0.345
H 2.998 0.031 0.448  0.330
H 0.620 -0.735 1.010  0.219
H 0.963 -1.503 -0.578  0.216
H -0.757 0.118 -1.484  0.164
H -3.438 1.467 1.222  0.111
N 2.104 0.497 -0.464  -0.753
N -1.517 -0.268 0.346  -0.575
S -3.155 -0.002 -0.361  0.159

Properties
Frontier orbital gap = 7.3 eV
HOMO energy = -9.046 eV

Version 2
Molecular formula: C2H6N2S
Method: DFT, ωB97M-V with the def2-TZVPD basis set

Last column: natural (NBO) charge in e.
Positions of all 11 atoms, in Å:
C -1.619 0.900 0.042  -0.732
C 0.012 -1.073 -0.095  -0.115
H -2.612 1.139 -0.527  0.222
H -1.501 1.166 1.058  0.225
H -0.776 1.271 -0.717  0.267
H 0.107 -2.182 0.083  0.195
H 2.405 -0.719 1.322  0.314
H 2.677 0.889 -0.731  0.372
N 0.722 -0.064 -0.084  -0.359
N 2.260 -0.362 -0.206  -0.646
S -1.675 -0.964 -0.143  0.258

Properties
Frontier orbital gap = 8.4 eV
HOMO energy = -8.689 eV

Version 3
Molecular formula: C2H6N2S
Method: DFT, ωB97M-V with the def2-TZVPD basis set

Last column: natural (NBO) charge in e.
Positions of all 11 atoms, in Å:
N 1.405 -0.188 -0.138  -0.865
C 0.178 -0.849 0.095  -0.295
C -1.072 0.093 -0.006  0.106
N -0.723 1.386 0.007  -0.760
S -2.623 -0.409 -0.058  -0.175
H 1.908 -0.594 -0.997  0.381
H 2.007 -0.259 0.706  0.374
H 0.190 -1.453 1.048  0.214
H -0.023 -1.555 -0.667  0.216
H -1.433 2.069 -0.051  0.395
H 0.187 1.760 0.062  0.409

Properties
SMILES string = NCC(N)=S
Frontier orbital gap = 8.9 eV
HOMO energy = -8.173 eV

Version 4
Molecular formula: C2H6N2S
Method: DFT, ωB97M-V with the def2-TZVPD basis set

Last column: natural (NBO) charge in e.
Positions of all 11 atoms, in Å:
C -0.991 -0.821 1.561  -0.469
N -0.974 -0.400 0.148  -0.441
C 0.207 0.156 -0.150  0.243
N 0.616 0.188 -1.602  -0.731
S 1.355 1.719 -1.951  0.144
H -1.084 -1.915 1.652  0.210
H -1.967 -0.432 1.987  0.198
H -0.350 -0.420 2.561  0.188
H 1.136 0.520 0.323  0.181
H -0.305 0.267 -2.077  0.381
H 2.356 1.138 -2.451  0.095

Properties
SMILES string = C/N=C/NS
Frontier orbital gap = 10.3 eV
HOMO energy = -9.505 eV

Stability ranking, top and bottom: version 3 is the most stable and version 1 is the least stable.

Version 1
Molecular formula: C3H8NO2S
Method: DFT, ωB97M-V with the def2-TZVPD basis set

Last column: natural (NBO) charge in e.
Positions of all 15 atoms, in Å:
O -3.330 1.478 1.394  -0.686
C -2.328 0.757 1.183  0.510
N -1.423 1.134 0.278  -0.633
C -0.058 0.683 0.280  -0.230
C 0.122 -0.622 -0.623  -0.515
S 0.153 -1.976 0.688  -0.740
H -2.175 -0.151 1.931  0.176
H -1.484 1.921 -0.403  0.400
H 0.361 0.437 1.424  0.221
H 0.406 1.569 -0.117  0.163
H 1.135 -0.677 -1.111  0.140
H -0.771 -0.760 -1.189  0.203
H 3.230 -1.914 -0.928  0.478
H 2.612 -0.819 -1.451  0.458
O 3.551 -1.060 -1.356  -0.944

Properties
Net charge = -1
Frontier orbital gap = 6.7 eV
HOMO energy = -2.944 eV

Version 2
Molecular formula: C3H8NO2S
Method: DFT, ωB97M-V with the def2-TZVPD basis set

Last column: natural (NBO) charge in e.
Positions of all 15 atoms, in Å:
C 1.377 0.247 0.151  -0.525
C 0.340 1.369 0.354  -0.521
S -0.373 2.092 -1.236  -0.703
C 0.865 -1.046 0.762  0.688
N -0.097 -1.700 0.087  -0.847
O 1.418 -1.526 1.753  -0.674
H 2.337 0.465 0.617  0.214
H 1.553 0.152 -0.921  0.236
H 0.760 2.288 0.786  0.201
H -0.475 1.260 1.072  0.191
H -0.381 -2.567 0.503  0.368
H -0.883 -1.280 -0.417  0.437
H -1.496 0.324 -1.570  0.491
H -2.724 0.229 -0.645  0.470
O -2.221 -0.306 -1.296  -1.027

Properties
Net charge = -1
Frontier orbital gap = 7.1 eV
HOMO energy = -3.150 eV

Version 3
Molecular formula: C3H8NO2S
Method: DFT, ωB97M-V with the def2-TZVPD basis set

Last column: natural (NBO) charge in e.
Positions of all 15 atoms, in Å:
C 0.224 0.426 -2.305  -0.988
C -0.209 0.863 1.574  -0.660
C 0.860 -0.203 1.063  -0.277
N 0.537 -1.538 0.793  -0.699
O -0.972 -1.974 -2.394  -0.953
O -2.033 -0.016 -1.228  -0.983
S -0.849 -0.733 -1.642  1.904
H -0.201 1.407 -2.154  0.203
H 1.235 0.248 -2.172  0.194
H 0.073 1.964 1.216  0.194
H -1.305 0.727 1.152  0.237
H -0.361 0.866 2.699  0.177
H 1.164 0.233 -0.023  0.196
H 1.730 -0.256 1.828  0.160
H 0.107 -2.013 1.593  0.294

Properties
Net charge = -1
Frontier orbital gap (spin up / spin down) = 5.9 / 7.5 eV
HOMO energy (spin up / spin down) = -2.507 / -3.774 eV

Stability ranking, top and bottom: version 2 is the most stable and version 3 is the least stable.